ORCA calculation (ωB97M-V/def2-TZVPD) on an isolated ion of composition C7H13N2O2 and charge +1 at a distorted geometry.

## Properties
SMILES: O=[N+]1[C@@H]2CCCCC[C@@H]2N1O
Kohn-Sham gap: 9.84 eV
2S+1: 1
electronic energy: -534.05399 a.u.
total charge: +1

Each line ends with the natural charge from an NBO analysis.
Geometry (Å):
O 3.12788 -1.42721 -0.46060  -0.2735
N 2.27135 -0.74230 0.01453  0.3962
C 0.91445 -0.85603 0.56871  -0.0850
C -0.12988 -1.65250 -0.23953  -0.4352
C -1.58115 -1.29983 0.25530  -0.4083
C -2.26374 -0.10183 -0.36694  -0.4118
C -1.63980 1.35610 -0.16386  -0.4236
C -0.12791 1.46803 -0.36409  -0.4125
C 0.85823 0.69570 0.66737  -0.0277
N 2.29958 0.55064 0.17567  0.1472
O 3.23805 1.48038 -0.16831  -0.4347
H 1.10792 -1.28861 1.47856  0.2427
H 0.11938 -2.77323 0.06618  0.2551
H -0.12351 -1.56328 -1.37070  0.2483
H -1.50658 -1.15674 1.40551  0.1999
H -2.17298 -2.18308 0.17147  0.2476
H -2.24149 -0.15236 -1.51430  0.2164
H -3.29750 0.07794 0.12018  0.2477
H -2.20695 2.08493 -0.77218  0.2532
H -1.93933 1.78725 0.82782  0.2203
H 0.32794 1.15705 -1.32275  0.2130
H 0.21730 2.49688 -0.23446  0.2434
H 0.76426 1.07815 1.79823  0.2625
H 3.98448 0.96395 -0.57180  0.5189

---

ORCA calculation (ωB97M-V/def2-TZVPD) on an isolated ion of composition C6H9N2S and charge +1 at a distorted geometry.

## Properties
SMILES: C[N+]1=C=[N+](/C=C/[S-])CC1
Kohn-Sham gap (alpha / beta): 5.82 / 5.82 eV
2S+1: 1
electronic energy: -741.31425 a.u.
total charge: +1

Each line ends with the natural charge from an NBO analysis.
Geometry (Å):
C 2.30028 0.85964 -0.90841  -0.4402
N 1.21480 0.25865 -0.25120  -0.3100
C -0.00550 0.60061 -0.42504  0.1739
N -0.87371 -0.21354 0.13272  -0.3282
C -2.22654 0.03008 0.18025  0.2776
C -2.75673 1.27694 0.00272  -0.4129
S -4.38232 1.43288 -0.08737  0.3922
C -0.20922 -1.37333 0.71797  -0.2841
C 1.30329 -1.02084 0.52968  -0.2509
H 2.11113 1.95774 -1.12569  0.2601
H 3.30920 0.74709 -0.50345  0.2419
H 2.30002 0.45356 -1.92789  0.2319
H -2.74734 -0.75069 0.50990  0.2164
H -2.09165 2.01781 -0.19024  0.2492
H -0.62175 -2.32773 0.24983  0.2584
H -0.26332 -1.36643 1.83101  0.2484
H 1.92356 -0.94600 1.49260  0.2499
H 1.71580 -1.63645 -0.22738  0.2265

---

ORCA calculation (ωB97M-V/def2-TZVPD) on a 6-piece molecular cluster, C27H58N3O6S overall.

## Properties
Kohn-Sham gap: 7.57 eV
2S+1: 1
electronic energy: -2077.10216 a.u.
total charge: +1

Each line ends with the Mulliken charge.
Geometry (Å):
C 6.70389 1.34548 -1.45231  -1.2395
C 6.90341 2.83402 -1.73053  0.5059
C 7.29602 3.64290 -0.50487  -0.5271
O 6.21258 4.47942 0.00480  -0.4172
N 5.35652 3.74197 0.77255  0.0256
C 4.06418 3.80705 0.58276  0.1847
N 3.53994 4.59595 -0.36165  -0.3238
N 3.19221 3.04971 1.36529  -0.1775
C 3.41289 1.57236 1.31376  -0.4032
C 2.07551 0.85695 1.21751  -0.9982
C 1.19545 1.36774 0.07762  -0.0552
S 2.18363 1.60520 -1.44052  -0.3197
H 6.08802 1.16393 -0.56663  0.2183
H 7.66210 0.84772 -1.30540  0.3852
H 6.20748 0.85678 -2.28918  0.3573
H 6.01892 3.27025 -2.20025  0.3486
H 7.71747 2.94496 -2.44832  -0.2575
H 7.64333 2.99556 0.30743  0.4055
H 8.08846 4.35825 -0.70650  0.2309
H 5.76535 3.20457 1.52891  0.2940
H 2.92102 4.11231 -1.01569  0.2457
H 4.21347 5.20361 -0.81557  0.3158
H 3.20890 3.37513 2.32615  0.3480
H 3.98692 1.22919 2.17685  0.5411
H 4.00320 1.34596 0.42458  0.1531
H 2.28615 -0.20085 1.04285  0.2955
H 1.52634 0.90614 2.15827  0.3309
H 0.68035 2.28688 0.34548  0.3879
H 0.45400 0.59965 -0.13611  -0.0091
H 1.17578 1.52399 -2.31525  0.1699
C -3.29390 -1.35638 0.57817  -0.0184
C -2.91659 -0.36490 1.67651  -0.4307
C -1.48343 -0.77987 1.97710  -0.1949
O -0.93654 -1.27077 0.74746  -0.4072
C -1.99371 -1.45958 -0.20389  -0.5376
H -4.13096 -1.02800 -0.03421  0.1009
H -3.55978 -2.32153 1.01213  -0.0006
H -2.95661 0.65557 1.29047  0.0552
H -3.57044 -0.42148 2.54354  0.4355
H -1.44873 -1.57999 2.72339  0.3034
H -0.86223 0.04688 2.33228  0.1382
H -1.92760 -0.67627 -0.96924  0.2219
H -1.85586 -2.42609 -0.68877  0.3429
C -6.48326 3.20739 1.18304  -0.5718
C -6.85794 2.42786 -0.07606  -0.6704
C -5.87936 1.26280 -0.01592  -0.3267
O -5.64618 1.00508 1.36996  -0.2228
C -6.16972 2.07899 2.15633  -0.4412
H -7.27345 3.86358 1.54378  0.3477
H -5.59255 3.81286 1.00157  0.2545
H -7.88465 2.06444 -0.00309  0.2811
H -6.76578 3.00570 -0.99423  0.3666
H -4.92723 1.52073 -0.49610  0.2644
H -6.26392 0.35336 -0.48085  0.2611
H -7.07528 1.73676 2.66845  0.2430
H -5.43043 2.35229 2.91084  0.2692
C -7.90258 -2.57672 2.96154  -0.5665
C -6.80458 -3.36162 3.67776  -0.6594
C -6.12758 -4.07131 2.51240  -0.1782
O -6.25786 -3.20397 1.38260  -0.4515
C -7.19346 -2.16114 1.67915  -0.0172
H -8.27317 -1.72442 3.52975  0.3444
H -8.74686 -3.23138 2.73696  0.2791
H -6.10759 -2.67457 4.16350  0.2711
H -7.17921 -4.05536 4.42871  0.3776
H -6.61936 -5.02311 2.28567  0.1460
H -5.06734 -4.26517 2.68897  0.2605
H -6.64211 -1.22543 1.81192  -0.1524
H -7.87397 -2.04872 0.83299  0.2988
C -4.65815 -7.11234 -0.62128  -0.4195
C -4.19205 -8.32669 0.17961  -0.5548
C -5.08378 -8.23907 1.41209  -0.3760
O -6.31062 -7.65148 0.97932  -0.4078
C -6.15432 -7.11559 -0.33697  -0.2775
H -4.43381 -7.17567 -1.68514  0.3655
H -4.20142 -6.20114 -0.22804  0.1218
H -4.39908 -9.24459 -0.37407  0.2613
H -3.13166 -8.31026 0.42772  0.3323
H -4.63324 -7.60038 2.18069  0.2191
H -5.29828 -9.21167 1.85644  0.2831
H -6.69235 -7.75883 -1.04117  0.2977
H -6.59303 -6.11721 -0.36808  0.1723
C 10.58267 4.37653 -5.37116  -0.5759
C 11.65489 4.15979 -4.30502  -0.5592
C 10.80944 3.89685 -3.06715  -0.5016
O 9.61203 3.25849 -3.52883  -0.3594
C 9.52911 3.35929 -4.95772  -0.4087
H 10.93952 4.21681 -6.38682  0.3421
H 10.18208 5.38999 -5.30525  0.2684
H 12.25568 3.28150 -4.54710  0.2681
H 12.32578 5.00767 -4.18009  0.3355
H 10.54308 4.83460 -2.56650  0.2835
H 11.29815 3.24314 -2.34390  0.3005
H 9.73317 2.37684 -5.39336  0.2990
H 8.51447 3.65416 -5.22882  0.2589

---

ORCA calculation (ωB97M-V/def2-TZVPD) on C38H55BrN2OPd as an isolated structure at a distorted geometry.

## Properties
Kohn-Sham gap (alpha / beta): 3.85 / 3.42 eV
2S+1: 3
electronic energy: -4367.55803 a.u.
total charge: -2

Each line ends with the Mulliken charge.
Geometry (Å):
Pd -0.58959 -0.82528 -0.73544  -1.1319
C 0.91844 -6.27452 -3.07505  -1.6927
C 1.46769 -5.17554 -3.99798  2.2069
C 2.81047 -5.65615 -4.55642  -2.2371
C 0.50949 -5.00320 -5.18879  -1.7391
C 1.57581 -3.85417 -3.23539  -0.3590
C 0.41441 -3.23384 -2.72876  -0.0643
C 0.45963 -1.99335 -2.14712  -1.2085
Br -2.42582 -2.65428 -0.20334  -0.7667
C 1.70265 -1.28337 -2.02890  1.3437
O 1.64388 -0.03798 -1.68190  -0.7514
C 2.91305 -1.99956 -2.32353  -1.0406
C 2.78954 -3.22685 -2.98257  0.6895
C 4.33140 -1.46982 -2.04707  2.7423
C 4.89914 -0.85254 -3.33470  -1.8114
C 5.25239 -2.61815 -1.59750  -2.0704
C 4.38834 -0.41859 -0.93357  -2.3425
H 0.77955 -7.21621 -3.62277  0.4362
H -0.03947 -5.97586 -2.64805  0.3284
H 1.61225 -6.45008 -2.25001  0.3523
H 2.65925 -6.55964 -5.15733  0.4505
H 3.50957 -5.89779 -3.75249  0.3506
H 3.26298 -4.89327 -5.19354  0.3947
H 0.43169 -5.93313 -5.76744  0.4596
H 0.87329 -4.21146 -5.84721  0.3750
H -0.48761 -4.72477 -4.84807  0.3154
H -0.54225 -3.74991 -2.79905  0.3617
H 3.70061 -3.72592 -3.29923  0.1333
H 4.93953 -1.59838 -4.13246  0.3312
H 5.91157 -0.45723 -3.17301  0.4215
H 4.25357 -0.03514 -3.66208  0.3361
H 5.43069 -3.34290 -2.39447  0.4238
H 4.80077 -3.14473 -0.75444  0.4026
H 6.22527 -2.22277 -1.28105  0.4673
H 3.76660 0.43880 -1.17381  0.4015
H 5.42830 -0.09886 -0.77307  0.4435
H 4.00568 -0.84561 -0.00257  0.4303
C 2.08025 5.96448 3.17133  -1.5582
C 2.31322 4.57638 2.61938  0.2073
C 3.59609 4.02654 2.62001  -0.6434
C 3.81148 2.73711 2.11593  0.6416
C 5.20034 2.14770 2.07829  -1.3918
C 2.74300 2.01434 1.64611  -0.3039
C 1.40760 2.52714 1.62234  0.2070
C 1.24476 3.85724 2.12109  -0.2328
N 0.51385 1.67984 1.13690  -0.0186
C -0.86607 1.87524 0.81015  3.2708
C -1.53916 0.56755 1.36313  -1.9990
C -0.90317 1.87930 -0.73308  -0.7604
C -1.61753 3.10521 1.35096  -2.7317
H 3.02201 6.43230 3.46020  0.3702
H 1.43478 5.92765 4.05148  0.3109
H 1.59369 6.60462 2.43310  0.3352
H 4.43094 4.60139 3.00638  0.2143
H 5.92309 2.81581 2.54954  0.3471
H 5.51385 1.96962 1.04837  0.2203
H 5.22854 1.18684 2.59378  0.3484
H 2.87662 1.02081 1.23263  0.4624
H 0.27483 4.33131 2.13289  0.6010
H -0.97466 -0.29973 0.89374  0.3360
H -3.11296 0.15211 0.13227  -0.2947
H -1.34055 0.53204 2.42809  -0.6363
H -0.51549 0.89226 -1.12161  0.0428
H -0.21677 2.64271 -1.10954  0.5215
H -1.89841 2.08789 -1.11684  -0.1979
H -1.51476 3.19388 2.43501  0.3619
H -2.67965 2.99958 1.13577  0.1960
H -1.26600 4.02460 0.87654  0.5227
C -2.00821 1.10604 4.61996  -1.3745
C -3.14624 0.19021 4.13883  0.4791
C -2.70016 -1.20338 3.67904  -1.3801
C -4.13279 0.86486 3.18503  -0.1791
C -5.24762 1.41681 3.80889  -0.5887
C -6.33314 1.90448 3.10822  -1.3373
C -6.30712 1.79388 1.72930  -0.6718
C -5.20577 1.30040 1.04048  0.4219
C -5.36348 1.38506 -0.48398  0.6518
C -4.74693 0.29910 -1.37613  -1.9123
C -4.96047 2.79188 -0.95423  -1.4355
C -4.04884 0.87959 1.76562  1.0013
N -2.94625 0.41912 1.08724  1.7557
H -1.48442 0.64007 5.45941  0.4822
H -2.43185 2.05163 4.96782  0.3045
H -1.27072 1.33464 3.85420  0.4196
H -3.73128 0.00738 5.04573  0.5350
H -2.21145 -1.22532 2.70924  0.2846
H -3.57829 -1.84611 3.59788  0.3905
H -2.02385 -1.63807 4.42064  0.4104
H -5.27935 1.42287 4.89426  0.3589
H -7.19205 2.32044 3.62163  0.3397
H -7.16784 2.12485 1.15671  0.3332
H -6.44260 1.30862 -0.64608  0.4837
H -3.71479 0.50497 -1.66864  0.2687
H -5.31645 0.23659 -2.30699  0.4769
H -4.77839 -0.68497 -0.90731  0.3511
H -3.91392 2.98983 -0.72979  0.1498
H -5.55434 3.55072 -0.43902  0.3813
H -5.10790 2.90207 -2.03212  0.4690

---

ORCA calculation (ωB97M-V/def2-TZVPD) on C13H10AgN5O3S as an isolated structure at a distorted geometry.

## Properties
Kohn-Sham gap: 7.79 eV
2S+1: 1
electronic energy: -1546.03353 a.u.

Each line ends with the natural charge from an NBO analysis.
Geometry (Å):
Ag 1.66112 -1.42550 -0.39933  0.8113
N 1.33121 0.26127 -4.26951  -0.4923
C 2.61242 -0.21440 -4.41746  -0.1009
C 2.91052 -0.88734 -3.28349  -0.0592
N 1.81165 -0.88717 -2.45268  -0.5419
C 0.84528 -0.15490 -3.08436  0.3096
C -0.38914 0.11461 -2.43101  0.2526
N -0.92311 -0.64336 -1.43032  -0.4278
C -2.13470 -0.04571 -1.12131  -0.0624
C -2.34033 1.05190 -1.93752  -0.0880
N -1.26500 1.09620 -2.79444  -0.4961
H 0.79758 0.71175 -5.05872  0.4355
H 3.27722 -0.03669 -5.23514  0.2371
H 3.87701 -1.31931 -2.96245  0.2396
H -2.79728 -0.52069 -0.43406  0.2334
H -3.08656 1.81586 -1.93996  0.2291
H -1.08474 1.80611 -3.49879  0.4196
O 0.48378 -0.78933 5.82205  -0.9255
S -0.03663 -1.56008 4.70490  2.2676
O -1.04667 -2.56953 5.03508  -0.9265
N 1.12941 -2.12323 3.70422  -0.8153
C 1.20007 -1.46704 2.54958  0.6185
O 2.04411 -1.70188 1.64591  -0.7696
C 0.28839 -0.31091 2.46456  -0.1402
C 0.31689 0.70374 1.51663  -0.2050
C -0.65297 1.65933 1.59833  -0.1992
C -1.74112 1.49312 2.46256  -0.2151
C -1.72870 0.52801 3.46964  -0.1913
C -0.65752 -0.38726 3.47351  -0.2674
H 1.06445 0.68171 0.73043  0.2063
H -0.60546 2.51873 0.91109  0.2083
H -2.68350 2.07122 2.35490  0.2168
H -2.47767 0.53078 4.30716  0.2384